## w
A single C5H12N4 molecule. Source: the OMol25 dataset; level of theory: the ωB97M-V functional and the def2-TZVPD basis.

- highest occupied orbital energy (alpha / beta) (eV) = -8.01 / -8.01
- HOMO-LUMO gap (alpha / beta) (eV) = 8.34 / 8.34

XYZ file:
```
21
C5H12N4 (the ωB97M-V functional and the def2-TZVPD basis)
C 1.021 1.722 0.320
C 2.380 -0.331 -0.230
C -0.093 -0.596 0.009
C -1.540 0.034 -0.264
C 1.026 0.256 0.033
N -0.009 -1.997 0.276
N -2.616 -0.912 -0.070
N -1.966 1.343 0.176
N -0.661 -0.140 -1.309
H 0.342 -2.525 -0.515
H 0.517 -2.211 1.114
H -2.376 -1.790 -0.510
H -2.738 -1.102 0.920
H -2.978 1.360 0.227
H -1.669 2.035 -0.503
H 0.104 2.047 0.802
H 1.874 1.955 0.967
H 3.033 0.399 -0.711
H 2.857 -0.613 0.716
H 2.323 -1.228 -0.847
H 1.167 2.295 -0.601
```

---

## x
A molecular structure, C5H12N4. Source: the OMol25 dataset; level of theory: the ωB97M-V functional and the def2-TZVPD basis.

- highest occupied orbital energy (eV) = -8.00
- HOMO-LUMO gap (eV) = 9.02

XYZ file:
```
21
C5H12N4 (the ωB97M-V functional and the def2-TZVPD basis)
C -2.474 -0.553 0.328
C -0.663 0.739 -0.093
C 1.707 0.146 -0.247
C 1.898 -1.379 -0.013
C 0.419 -1.455 -0.217
H -1.996 -1.501 0.438
H -3.214 -1.043 -0.258
H -2.869 -0.183 1.256
H -2.266 1.193 -0.838
H 1.091 2.069 1.189
H 0.894 3.333 0.042
H 2.336 0.745 0.212
H 1.580 0.384 -1.351
H 1.955 -1.443 1.358
H 2.651 -2.069 -0.724
H -0.272 -2.212 0.457
H 0.026 -1.377 -1.295
N -1.860 0.248 -0.537
N -0.365 2.038 -0.174
N 1.024 2.387 0.108
N 0.395 -0.068 0.359
```

---

## y
A molecular structure, C5H12N4. Source: the OMol25 dataset; level of theory: the ωB97M-V functional and the def2-TZVPD basis.

- highest occupied orbital energy (eV) = -8.14
- HOMO-LUMO gap (eV) = 8.90

XYZ file:
```
21
C5H12N4 (the ωB97M-V functional and the def2-TZVPD basis)
C -1.892 1.194 0.565
N -1.157 0.013 1.010
C -1.059 -1.210 -0.434
N -1.878 -1.963 -0.836
H -1.407 -0.220 1.971
H -2.115 1.176 -0.504
H -1.386 2.153 0.702
H -2.877 1.317 1.022
C 1.260 1.314 0.780
C 0.469 -0.781 -0.594
N 0.636 0.042 -1.776
N 1.354 -1.930 -0.743
C 0.617 -0.042 0.725
H 0.240 -0.462 -2.565
H 1.635 0.143 -1.936
H 0.909 -2.556 -1.416
H 1.378 -2.457 0.129
H 0.948 -0.703 1.527
H 2.342 1.213 0.629
H 0.891 1.972 -0.008
H 1.093 1.788 1.752
```

---

## z
A single C5H12N4 molecule. Source: the OMol25 dataset; level of theory: the ωB97M-V functional and the def2-TZVPD basis.

- structure (SMILES) = CN/C(=N/N)N1CCC1
- highest occupied orbital energy (eV) = -6.98
- HOMO-LUMO gap (eV) = 7.82

XYZ file:
```
21
C5H12N4 (the ωB97M-V functional and the def2-TZVPD basis)
C 2.207 0.002 1.264
N 1.908 -0.438 -0.042
C 0.623 -0.799 -0.489
N 0.309 -1.971 -1.013
N -0.953 -2.576 -0.803
N -0.269 0.212 -0.297
C -1.737 0.270 -0.379
C -1.512 1.789 -0.193
C -0.088 1.533 0.228
H 2.329 1.019 1.467
H 3.183 -0.416 1.427
H 1.509 -0.402 2.086
H 2.520 -1.194 -0.281
H -0.917 -3.223 -1.597
H -1.580 -1.818 -0.951
H -2.222 -0.303 0.506
H -2.118 -0.083 -1.396
H -2.172 2.294 0.477
H -1.568 2.431 -1.091
H -0.143 1.536 1.351
H 0.689 2.137 -0.276
```

---

Which of them is the most stable, and which is the least stable? y and x, in that order.

---

## w
A single C5H12N4 molecule. Source: the OMol25 dataset; level of theory: the ωB97M-V functional and the def2-TZVPD basis.

- structure (SMILES) = [H]/N=C\N(N)[C@H](N)C(=C)C
- highest occupied orbital energy (eV) = -8.40
- HOMO-LUMO gap (eV) = 9.25

XYZ file:
```
21
C5H12N4 (the ωB97M-V functional and the def2-TZVPD basis)
H -3.002 0.501 0.099
N -3.127 -0.012 0.980
C -2.048 -0.652 1.246
N -0.783 -0.721 0.529
N -0.582 -1.954 -0.165
C -0.396 0.506 -0.162
N -0.955 0.746 -1.483
C 1.200 0.505 -0.204
C 1.945 0.026 -1.216
C 1.854 1.116 1.007
H -2.066 -1.340 2.111
H -1.150 -2.720 0.202
H 0.406 -2.210 -0.133
H -0.657 1.370 0.460
H -0.437 1.491 -1.938
H -0.799 -0.101 -2.027
H 3.032 0.065 -1.197
H 1.500 -0.455 -2.082
H 1.571 2.170 1.100
H 1.548 0.590 1.917
H 2.948 1.077 0.953
```

---

## x
A single C5H12N4 molecule. Source: the OMol25 dataset; level of theory: the ωB97M-V functional and the def2-TZVPD basis.

- highest occupied orbital energy (eV) = -7.93
- HOMO-LUMO gap (eV) = 8.86

XYZ file:
```
21
C5H12N4 (the ωB97M-V functional and the def2-TZVPD basis)
C -0.200 -0.455 -0.252
C -0.258 0.225 -1.557
C 2.357 -0.462 -0.389
C 1.303 0.137 1.706
C 1.094 -0.731 0.488
N -1.227 -1.028 0.285
N -2.522 -0.876 -0.164
N -2.535 1.329 0.262
N -3.087 0.241 0.101
H -0.134 1.321 -1.406
H -1.191 0.005 -1.864
H 0.454 -0.246 -2.347
H 2.395 -1.089 -1.363
H 3.182 -0.538 0.244
H 2.422 0.570 -0.858
H 1.862 -0.373 2.473
H 0.402 0.531 2.131
H 1.963 0.970 1.521
H 1.080 -1.792 0.630
H -3.239 2.062 0.236
H -4.121 0.200 0.125
```

---

## y
A molecular structure, C5H12N4. Source: the OMol25 dataset; level of theory: the ωB97M-V functional and the def2-TZVPD basis.

- highest occupied orbital energy (eV) = -8.25
- HOMO-LUMO gap (eV) = 8.29

XYZ file:
```
21
C5H12N4 (the ωB97M-V functional and the def2-TZVPD basis)
C 1.346 1.499 -0.503
C -1.218 0.207 1.723
C 0.379 0.491 -1.053
N -0.203 0.293 2.490
C -0.409 0.746 -2.099
N -2.428 0.552 1.586
H 1.245 -0.484 1.423
H -0.413 0.364 3.479
H -2.939 0.128 0.822
H 1.081 1.756 0.525
H 2.360 1.095 -0.487
H 1.331 2.408 -1.102
H -1.154 0.049 -2.458
H -0.332 1.684 -2.631
N -0.320 -1.861 -0.979
C 0.254 -0.794 -0.286
N 1.300 -1.095 0.590
H -0.193 -1.865 -1.978
H -0.234 -2.774 -0.561
H 1.272 -2.057 0.909
H -0.724 -0.342 0.590
```

---

Which of them is the most stable, and which is the least stable? w and x, in that order.

---

## w
A single C6H11NO molecule. Source: the OMol25 dataset; level of theory: the ωB97M-V functional and the def2-TZVPD basis.

- multiplicity = 3
- highest occupied orbital energy (alpha / beta) (eV) = -5.40 / -10.41
- HOMO-LUMO gap (alpha / beta) (eV) = 6.36 / 9.32
- <S²> = 2.02

XYZ file:
```
19
C6H11NO (the ωB97M-V functional and the def2-TZVPD basis)
C -2.973 -0.346 0.342
C -2.193 1.141 0.081
C -0.188 -0.023 0.159
C -0.041 -0.513 -1.264
C 2.298 0.087 0.560
C 0.897 -0.482 1.075
N -2.284 -1.329 0.370
O -0.934 0.940 0.616
H -3.972 -0.056 0.260
H -1.976 1.223 -1.075
H -2.732 1.990 0.524
H 0.973 -0.116 -1.797
H -0.820 -0.361 -1.842
H -0.048 -1.542 -1.279
H 2.791 -0.487 -0.151
H 2.908 -0.060 1.383
H 2.238 1.218 0.394
H 0.580 -0.284 2.113
H 0.778 -1.654 1.119
```

---

## x
A single C6H11NO molecule. Source: the OMol25 dataset; level of theory: the ωB97M-V functional and the def2-TZVPD basis.

- multiplicity = 3
- highest occupied orbital energy (alpha / beta) (eV) = -5.26 / -9.12
- HOMO-LUMO gap (alpha / beta) (eV) = 6.11 / 6.60
- <S²> = 2.01

XYZ file:
```
19
C6H11NO (the ωB97M-V functional and the def2-TZVPD basis)
C 1.261 -0.914 0.496
C -0.293 0.861 -0.658
C -0.770 0.626 0.727
C -0.019 -0.511 0.023
C 0.734 1.986 -0.772
C -0.976 -1.828 -0.445
N 1.994 -0.328 1.349
O -2.128 0.551 0.958
H 1.455 -2.009 0.152
H -0.960 0.733 -1.401
H -0.138 1.164 1.559
H 0.317 2.954 -1.170
H 1.730 1.683 -1.298
H 1.117 2.205 0.224
H -0.379 -2.482 -1.035
H -1.740 -1.605 -1.024
H -1.431 -2.211 0.379
H 2.886 -0.768 1.471
H -2.660 -0.105 0.464
```

---

Which of them is the most stable, and which is the least stable? w and x, in that order.

---

## w
A single C18H20N2O3S molecule. Source: the OMol25 dataset; level of theory: the ωB97M-V functional and the def2-TZVPD basis.

- structure (SMILES) = O=C(Nc1ccccc1)c1cccc(S(=O)(=O)NC2CCCC2)c1
- highest occupied orbital energy (eV) = -8.65
- HOMO-LUMO gap (eV) = 8.86

XYZ file:
```
44
C18H20N2O3S (the ωB97M-V functional and the def2-TZVPD basis)
O -3.696 -2.177 0.774
C -3.018 -1.359 0.187
N -3.458 -0.155 -0.268
C -4.730 0.420 -0.156
C -4.927 1.665 -0.751
C -6.158 2.287 -0.674
C -7.205 1.677 -0.003
C -7.010 0.441 0.588
C -5.782 -0.192 0.518
C -1.576 -1.622 -0.127
C -1.183 -2.945 -0.323
C 0.131 -3.258 -0.623
C 1.078 -2.250 -0.714
C 0.691 -0.944 -0.487
S 1.905 0.370 -0.555
O 2.867 0.069 -1.570
O 1.195 1.620 -0.633
N 2.570 0.203 0.978
C 3.991 0.431 1.208
C 4.859 -0.637 0.514
C 5.766 0.127 -0.455
C 5.911 1.502 0.189
C 4.497 1.789 0.685
C -0.617 -0.616 -0.195
H -2.795 0.406 -0.786
H -4.110 2.143 -1.274
H -6.299 3.251 -1.138
H -8.167 2.163 0.056
H -7.822 -0.041 1.113
H -5.633 -1.154 0.979
H -1.933 -3.717 -0.241
H 0.417 -4.286 -0.786
H 2.107 -2.455 -0.962
H 1.996 0.752 1.601
H 4.124 0.368 2.293
H 4.229 -1.354 -0.007
H 5.451 -1.171 1.257
H 6.722 -0.372 -0.605
H 5.260 0.226 -1.414
H 6.602 1.455 1.033
H 6.266 2.258 -0.509
H 3.865 2.093 -0.152
H 4.462 2.566 1.449
H -0.843 0.424 -0.014
```

---

## x
A single C18H20N2O3S molecule. Source: the OMol25 dataset; level of theory: the ωB97M-V functional and the def2-TZVPD basis.

- structure (SMILES) = CCC(=O)N1CCc2cc(S(=O)(=O)Nc3ccccc3C)ccc21
- highest occupied orbital energy (eV) = -7.98
- HOMO-LUMO gap (eV) = 8.30

XYZ file:
```
44
C18H20N2O3S (the ωB97M-V functional and the def2-TZVPD basis)
C 0.457 -4.240 -3.819
C 0.001 -2.704 -4.012
C 0.650 -1.693 -3.080
O 1.700 -1.274 -3.145
N -0.006 -1.771 -1.553
C -1.296 -2.310 -1.359
C -1.253 -2.064 0.203
C -0.227 -1.057 0.387
C 0.358 -0.473 1.754
C 1.589 0.093 1.869
S 1.795 1.209 3.195
O 1.084 0.514 4.544
O 3.245 1.306 3.390
N 1.041 2.487 2.932
C 0.036 2.670 2.120
C -1.222 1.950 2.908
C -2.694 1.976 2.402
C -2.631 2.345 1.181
C -1.848 2.937 0.553
C -0.540 2.976 0.930
C 0.747 3.612 0.079
C 2.216 0.232 0.623
C 1.991 -0.286 -0.538
C 0.800 -0.982 -0.649
H 0.004 -4.852 -4.711
H 1.662 -4.308 -4.089
H 0.122 -4.508 -2.834
H -1.094 -2.739 -3.570
H 0.242 -2.264 -4.849
H -1.990 -1.840 -1.856
H -1.028 -3.433 -1.603
H -1.314 -2.805 0.705
H -2.315 -1.470 0.483
H -0.399 -0.728 2.687
H 1.771 3.118 2.287
H -1.106 1.443 4.119
H -3.241 1.593 2.936
H -3.621 2.225 0.820
H -2.040 3.365 -0.546
H 0.273 4.024 -0.943
H 1.075 4.460 0.560
H 1.319 2.964 -0.088
H 3.251 0.755 0.955
H 2.439 -0.450 -1.378
```

---

Which of them is the most stable, and which is the least stable? w and x, in that order.